C5H8N2 | the ωB97M-V functional and the def2-TZVPD basis

```
! wB97M-V def2-TZVPD RIJCOSX def2/J DEFGRID3
* xyz 0 1
C -0.944 1.155 0.078
C -0.311 -0.195 -0.180
C 1.054 -0.148 -0.768
C 1.916 0.774 -0.425
N 2.824 1.362 0.175
C -0.723 -1.342 0.674
N -1.108 -1.276 -0.736
H -0.333 1.755 0.763
H -1.037 1.710 -0.861
H -1.937 1.043 0.524
H 1.404 -0.945 -1.412
H 2.778 0.383 0.657
H -1.486 -1.157 1.430
H -0.021 -2.134 0.923
H -2.074 -0.985 -0.841
*
```

Summary:
Frontier orbital gap: 9.490 eV
M: 96.133 g/mol
Total energy: -304.7003 a.u.
Lowest unoccupied orbital energy: 0.8 eV

Results of the Mulliken charge analysis, in e, for atoms 1 through 6: number 1, C, carries -1.409; number 2, C, carries 1.376; number 3, C, carries -0.902; number 4, C, carries 0.259; number 5, N, carries -0.650; number 6, C, carries -0.667